No. 1
Density functional theory data (ωB97M-V with the def2-TZVPD basis set) for a structure of composition C40H39BFGaN11O5.

Geometry (Å):
Ga  0.286  3.554  0.015
C  2.786  6.681  -1.440
C  2.247  5.402  -1.535
N  1.296  5.237  -0.623
N  1.218  6.381  0.090
C  2.101  7.262  -0.391
B  0.199  6.551  1.237
N  0.496  5.481  2.303
C  0.632  5.586  3.628
C  0.882  4.331  4.150
C  0.884  3.491  3.041
N  0.662  4.196  1.937
N  -1.192  6.270  0.658
C  -2.284  7.041  0.572
C  -3.215  6.389  -0.209
C  -2.582  5.199  -0.575
N  -1.368  5.134  -0.045
H  3.566  7.115  -2.036
H  2.507  4.589  -2.191
H  2.184  8.237  0.056
H  0.275  7.650  1.703
H  0.543  6.547  4.102
H  1.036  4.066  5.180
H  1.023  2.425  2.981
H  -2.314  7.997  1.064
H  -4.198  6.727  -0.480
H  -2.933  4.403  -1.208
C  5.722  -2.668  -1.788
C  5.150  -2.399  -0.405
N  3.829  -1.775  -0.449
C  3.742  -0.429  -0.326
C  2.608  0.325  -0.385
C  2.877  1.815  -0.237
O  4.043  2.163  -0.185
O  1.921  2.690  -0.165
C  1.347  -0.350  -0.601
O  0.254  0.176  -0.649
C  1.460  -1.825  -0.781
C  0.299  -2.547  -1.039
C  0.350  -3.904  -1.201
F  -0.802  -4.584  -1.415
C  1.553  -4.610  -1.127
C  2.713  -3.893  -0.881
C  2.678  -2.507  -0.697
N  1.653  -6.013  -1.318
C  0.584  -6.770  -1.948
C  1.122  -8.177  -2.247
N  2.618  -8.086  -2.349
C  3.226  -7.805  -0.993
C  2.312  -6.798  -0.290
H  6.702  -3.137  -1.708
H  5.838  -1.735  -2.339
H  5.073  -3.318  -2.374
H  5.796  -1.718  0.146
H  5.084  -3.308  0.197
H  4.678  0.091  -0.167
H  -0.647  -2.023  -1.084
H  3.656  -4.418  -0.873
H  0.291  -6.275  -2.873
H  -0.310  -6.876  -1.326
H  0.736  -8.580  -3.181
H  0.921  -8.889  -1.448
H  2.842  -7.291  -2.952
H  3.019  -8.926  -2.765
H  4.223  -7.410  -1.180
H  3.303  -8.756  -0.467
H  2.900  -6.167  0.370
H  1.577  -7.320  0.336
O  -0.890  2.773  -1.554
C  -1.538  2.138  -0.687
N  -2.556  1.286  -0.808
C  -2.986  0.838  0.517
C  -1.897  1.524  1.415
O  -1.776  1.340  2.599
N  -1.166  2.329  0.596
C  -2.954  -0.680  0.605
C  -1.953  -1.373  1.274
C  -1.967  -2.762  1.301
C  -2.964  -3.469  0.648
C  -3.962  -2.781  -0.028
C  -3.960  -1.396  -0.037
C  -4.337  1.401  0.925
C  -4.885  0.988  2.137
C  -6.092  1.508  2.570
C  -6.769  2.442  1.794
C  -6.228  2.853  0.588
C  -5.011  2.337  0.157
H  -3.017  1.089  -1.678
H  -1.176  -0.834  1.795
H  -1.192  -3.290  1.842
H  -2.975  -4.551  0.677
H  -4.753  -3.322  -0.531
H  -4.764  -0.863  -0.531
H  -4.354  0.267  2.745
H  -6.506  1.188  3.516
H  -7.714  2.845  2.131
H  -6.747  3.581  -0.020
H  -4.595  2.679  -0.780

HOMO energy in eV: -10.3
Total charge: +1
E_tot in eV: -124511.8595

No. 2
Density functional theory data (ωB97M-V with the def2-TZVPD basis set) for a structure of composition C40H39Cl2N7O2PdS.

Geometry (Å):
Pd  -0.109  0.249  -1.084
N  -0.098  -7.907  -2.389
C  -0.281  -6.792  -2.607
C  -0.488  -5.399  -2.875
C  -0.059  -4.834  -4.080
C  -0.219  -3.489  -4.323
C  -0.815  -2.654  -3.363
C  -1.267  -3.231  -2.162
C  -1.108  -4.582  -1.929
N  -0.890  -1.300  -3.537
C  -0.115  -0.517  -4.405
C  -0.202  0.751  -3.975
N  -1.046  0.879  -2.866
C  -1.402  -0.404  -2.547
H  0.412  -5.464  -4.823
H  0.130  -3.071  -5.257
H  -1.721  -2.603  -1.407
H  -1.454  -5.013  -0.999
H  0.480  -0.945  -5.191
H  0.296  1.612  -4.393
H  -2.379  -0.633  -2.129
N  0.111  -1.297  0.566
S  -0.489  -0.269  1.644
C  -2.210  -0.029  1.210
C  -3.128  -1.069  1.275
C  -4.407  -0.867  0.782
C  -4.758  0.367  0.245
C  -3.836  1.402  0.196
C  -2.547  1.205  0.673
C  -0.744  -1.159  3.191
C  -0.302  -2.462  3.330
C  -0.470  -3.114  4.546
C  -1.064  -2.454  5.611
C  -1.492  -1.138  5.465
C  -1.330  -0.484  4.255
H  -0.603  -2.004  0.380
H  -2.850  -2.022  1.713
H  -5.134  -1.668  0.824
H  -5.759  0.521  -0.136
H  -4.107  2.363  -0.221
H  -1.796  1.983  0.606
H  0.169  -2.951  2.486
H  -0.135  -4.137  4.661
H  -1.193  -2.961  6.558
H  -1.952  -0.622  6.297
H  -1.660  0.542  4.134
N  3.515  -2.851  -0.093
C  3.252  -1.367  -0.245
C  2.990  -1.038  -1.706
N  2.020  -1.909  -2.353
C  2.213  -3.316  -2.109
C  2.365  -3.655  -0.631
H  3.660  -3.054  0.894
H  4.368  -3.113  -0.589
H  4.108  -0.829  0.158
H  2.378  -1.142  0.358
H  3.926  -1.034  -2.278
H  2.565  -0.028  -1.704
H  1.083  -1.605  -2.087
H  3.112  -3.658  -2.644
H  1.369  -3.881  -2.514
H  2.572  -4.712  -0.460
H  1.490  -3.333  -0.067
Cl  -2.111  4.511  0.323
C  -0.727  4.565  -0.730
C  -0.836  3.976  -1.974
C  0.197  4.101  -2.887
C  1.324  4.827  -2.550
C  1.431  5.364  -1.281
Cl  2.878  6.260  -0.883
C  0.436  5.218  -0.308
N  0.585  5.738  0.981
C  0.373  4.877  2.122
C  -0.588  5.261  3.053
C  -0.851  4.485  4.166
C  -0.148  3.298  4.350
C  0.819  2.924  3.434
C  1.109  3.708  2.314
C  2.212  3.253  1.390
C  1.824  1.910  0.754
O  2.357  0.872  1.192
O  0.965  1.996  -0.170
H  -1.725  3.417  -2.226
H  0.109  3.646  -3.865
H  2.134  4.966  -3.253
H  1.439  6.271  1.061
H  -1.137  6.175  2.867
H  -1.601  4.797  4.881
H  -0.342  2.676  5.216
H  1.383  2.008  3.575
H  3.129  3.124  1.965
H  2.393  3.976  0.601

Relative energy (zero: lowest compared OMol25 entry of this formula, charge and spin) in eV: 0.5164
HOMO energy in eV: -6.4
E_tot in eV: -95997.0506

No. 3
Density functional theory data (ωB97M-V with the def2-TZVPD basis set) for a structure of composition C40H39Cl5N3OPSV.

Geometry (Å):
V  -0.815  0.622  0.347
C  -1.009  2.269  5.424
C  -0.328  0.909  5.402
N  0.821  0.865  4.488
C  2.130  1.281  5.031
C  2.528  2.689  4.615
C  0.717  0.544  3.208
S  -0.889  0.133  2.622
N  1.866  0.510  2.520
C  1.985  0.662  1.225
O  1.046  0.964  0.409
C  3.350  0.585  0.652
C  4.381  -0.016  1.370
C  5.658  -0.065  0.836
C  5.917  0.511  -0.401
C  4.894  1.122  -1.114
C  3.609  1.148  -0.596
H  -1.874  2.236  6.086
H  -1.350  2.544  4.426
H  -0.336  3.045  5.790
H  -1.032  0.131  5.116
H  0.050  0.650  6.389
H  2.876  0.563  4.698
H  2.047  1.211  6.114
H  2.648  2.754  3.534
H  3.481  2.947  5.078
H  1.789  3.424  4.931
H  4.170  -0.444  2.340
H  6.455  -0.543  1.389
H  6.919  0.487  -0.808
H  5.098  1.582  -2.072
H  2.806  1.618  -1.148
Cl  -0.374  1.694  -2.923
C  -2.007  1.482  -2.388
C  -2.222  1.071  -1.087
C  -3.514  0.863  -0.685
Cl  -3.655  0.266  0.951
C  -4.615  1.064  -1.503
Cl  -6.196  0.731  -0.933
C  -4.384  1.507  -2.804
Cl  -5.708  1.755  -3.867
C  -3.075  1.716  -3.251
Cl  -2.789  2.258  -4.853
C  -0.685  4.633  1.886
C  0.044  3.510  1.143
C  1.131  4.090  0.243
C  -0.965  2.705  0.328
H  0.019  5.229  2.472
H  -1.442  4.236  2.566
H  -1.184  5.301  1.182
H  0.514  2.876  1.901
H  0.693  4.806  -0.457
H  1.625  3.315  -0.340
H  1.887  4.617  0.828
H  -1.239  3.246  -0.576
H  -1.898  2.566  0.916
N  -0.698  -0.863  -0.478
P  -0.793  -2.072  -1.546
C  -1.292  -3.538  -0.639
C  -1.013  -3.611  0.724
C  -1.342  -4.756  1.432
C  -1.944  -5.825  0.783
C  -2.225  -5.753  -0.575
C  -1.902  -4.610  -1.288
C  -2.002  -1.820  -2.844
C  -3.359  -1.915  -2.530
C  -4.309  -1.700  -3.514
C  -3.908  -1.392  -4.809
C  -2.560  -1.296  -5.122
C  -1.602  -1.507  -4.141
C  0.806  -2.358  -2.299
C  1.038  -3.541  -2.999
C  2.268  -3.754  -3.596
C  3.265  -2.792  -3.489
C  3.036  -1.618  -2.787
C  1.803  -1.395  -2.191
H  -0.553  -2.768  1.225
H  -1.132  -4.813  2.491
H  -2.202  -6.717  1.339
H  -2.702  -6.584  -1.077
H  -2.142  -4.549  -2.343
H  -3.670  -2.163  -1.521
H  -5.362  -1.767  -3.272
H  -4.653  -1.222  -5.575
H  -2.252  -1.051  -6.130
H  -0.550  -1.429  -4.385
H  0.267  -4.298  -3.073
H  2.453  -4.671  -4.139
H  4.228  -2.962  -3.953
H  3.818  -0.878  -2.694
H  1.614  -0.483  -1.638

Relative energy (zero: lowest compared OMol25 entry of this formula, charge and spin) in eV: 0.8173
HOMO energy in eV: -11.1
Total charge: +1
E_tot in eV: -157050.5230